{"formula": "C19H41BrN4O4P", "method": "ωB97M-V/def2-TZVPD", "orbital_gap_ev": 8.45, "energy_ha": -4183.67396, "charge": 1, "e_lumo_ha": -0.110, "elements": ["C", "P", "C", "N", "C", "N", "C", "C", "O", "N", "C", "C", "C", "C", "C", "C", "O", "O", "C", "C", "C", "C", "Br", "H", "H", "H", "H", "H", "H", "H", "H", "H", "H", "H", "H", "H", "H", "H", "H", "H", "H", "H", "H", "H", "H", "H", "H", "H", "H", "H", "H", "H", "H", "C", "C", "C", "O", "C", "N", "H", "H", "H", "H", "H", "H", "H", "H", "H", "H", "H"], "positions_angstrom": [[1.13292, -1.14879, 1.92731], [-0.31436, -1.98490, 1.18679], [-1.61943, -0.88614, 1.83205], [-0.25244, -1.58645, -0.59797], [-1.35249, -1.03122, -1.15085], [-2.52404, -1.64269, -1.01970], [-3.80238, -1.10384, -1.48226], [-4.10451, -1.40475, -2.95130], [-3.71290, -2.69298, -3.37671], [-1.30284, 0.14404, -1.86490], [-0.29211, 1.09527, -1.35499], [1.07940, 0.48112, -1.01376], [2.28774, 1.13721, -1.71772], [2.15850, 1.50767, -3.21645], [3.16366, 0.81963, -4.15914], [4.55669, 0.76804, -3.59860], [5.14174, -0.25570, -3.38460], [5.15043, 1.98021, -3.38506], [1.02587, -1.04943, -1.15366], [1.21749, -1.51180, -2.60874], [0.89435, -2.98373, -2.89481], [-0.35709, -3.18253, -3.74911], [-0.27875, -2.21977, -5.42524], [1.01763, -0.06615, 2.00206], [2.07548, -1.42335, 1.46052], [1.13807, -1.54905, 2.94558], [-1.61200, 0.14347, 1.46916], [-2.59291, -1.34242, 1.64498], [-1.47348, -0.89838, 2.91548], [-2.50507, -2.53138, -0.53945], [-4.57890, -1.54316, -0.85142], [-3.81343, -0.02931, -1.29324], [-3.63943, -0.65293, -3.59307], [-5.18764, -1.29954, -3.07866], [-3.55070, -3.27508, -2.63030], [-1.27831, -0.01172, -2.86817], [-0.72434, 1.51902, -0.44597], [-0.23216, 1.91866, -2.06439], [1.23200, 0.66675, 0.05146], [3.15797, 0.50057, -1.53242], [2.46931, 2.06763, -1.17183], [1.16088, 1.31604, -3.61435], [2.31375, 2.58533, -3.31366], [2.86660, -0.19015, -4.43745], [3.19820, 1.39665, -5.08838], [4.67904, 2.47420, -2.70391], [1.86085, -1.49164, -0.60944], [2.27515, -1.35536, -2.82176], [0.67787, -0.85610, -3.29254], [0.74906, -3.56099, -1.97754], [1.73491, -3.42738, -3.43174], [-1.25573, -2.86026, -3.22206], [-0.48884, -4.23129, -4.00896], [-0.51786, 2.77496, 6.82887], [0.53786, 2.16794, 5.91106], [0.22260, 2.31841, 4.41778], [-0.77736, 1.43805, 3.92391], [-2.11224, 1.85869, 4.15260], [0.76761, 0.77676, 6.30636], [-1.40205, 2.14151, 6.90199], [-0.11642, 2.88256, 7.83483], [-0.82823, 3.76185, 6.48106], [1.47203, 2.71162, 6.07887], [1.12665, 2.07196, 3.85321], [-0.04117, 3.35516, 4.17412], [-2.20026, 2.94683, 4.10163], [-2.48832, 1.51267, 5.11703], [-2.73513, 1.42138, 3.37077], [1.55591, 0.39503, 5.79214], [-0.03290, 0.22342, 6.01464]]}

{"formula": "C19H41Cl2F3N3O9V", "method": "ωB97M-V/def2-TZVPD", "orbital_gap_ev": 5.17, "energy_ha": -3754.05831, "charge": -2, "e_lumo_ha": 0.146, "elements": ["O", "V", "O", "C", "C", "O", "H", "H", "H", "H", "H", "C", "C", "O", "H", "H", "H", "H", "H", "C", "O", "O", "C", "F", "F", "F", "C", "C", "H", "H", "H", "H", "H", "H", "C", "C", "O", "N", "C", "H", "H", "H", "H", "H", "H", "H", "C", "C", "O", "N", "C", "H", "H", "H", "H", "H", "H", "H", "C", "C", "O", "N", "C", "H", "H", "H", "H", "H", "H", "H", "Cl", "C", "C", "Cl", "H", "H", "H", "H"], "positions_angstrom": [[-3.41423, 14.38752, -19.57032], [-1.90738, 14.40782, -20.10723], [-1.21129, 15.85443, -20.09282], [-3.27179, 14.55434, -16.58204], [-1.77025, 14.18435, -16.51169], [-1.00222, 14.37044, -17.61999], [-3.66586, 13.92403, -17.38093], [-3.41651, 15.60106, -16.84564], [-3.73484, 14.19027, -15.65745], [-1.71749, 13.12491, -16.15654], [-1.36020, 14.78598, -15.66014], [-1.21881, 11.11124, -21.87934], [-0.82866, 11.42208, -20.42060], [-0.63014, 12.71232, -20.02289], [-0.46672, 11.47232, -22.57629], [-2.21693, 11.50710, -22.08605], [-1.29319, 10.01725, -21.91732], [0.17393, 10.95030, -20.33526], [-1.47250, 10.82799, -19.73730], [-3.41132, 14.97724, -22.88926], [-3.87813, 16.22537, -22.36710], [-2.34688, 14.52933, -22.25661], [-4.56109, 13.95557, -22.95745], [-4.14533, 12.76793, -23.44712], [-5.05907, 13.65585, -21.74746], [-5.56593, 14.37934, -23.75079], [-3.00545, 17.27891, -22.64210], [-3.29133, 18.42696, -21.68261], [-2.94519, 18.15734, -20.68190], [-2.77732, 19.30906, -22.06412], [-4.37696, 18.52981, -21.62852], [-3.19501, 17.66416, -23.66208], [-1.94290, 17.01990, -22.63500], [-3.25108, 15.20875, -23.97103], [-4.75340, 9.61419, -21.97532], [-5.39876, 10.28482, -20.78362], [-6.61723, 10.36112, -20.70607], [-4.55492, 10.79598, -19.87153], [-4.89708, 11.32608, -18.57453], [-5.52908, 9.25555, -22.64807], [-4.09564, 8.78615, -21.70934], [-4.19625, 10.34836, -22.56183], [-3.57772, 10.65422, -20.07770], [-4.03593, 11.40518, -17.91780], [-5.65234, 10.71044, -18.07908], [-5.33656, 12.31653, -18.70748], [-8.96662, 18.31609, -19.19429], [-8.15937, 17.18844, -19.81633], [-8.55871, 16.53801, -20.76379], [-6.94503, 16.99112, -19.25105], [-5.77897, 16.27874, -19.72411], [-8.30353, 19.07522, -18.77290], [-9.48726, 17.87359, -18.34085], [-9.62995, 18.81488, -19.89075], [-6.81868, 17.50047, -18.39050], [-5.07844, 16.88789, -20.28551], [-6.09630, 15.46209, -20.37822], [-5.27104, 15.65646, -18.98720], [-4.26021, 21.12765, -16.95633], [-2.97712, 20.32803, -16.80735], [-2.19083, 20.57981, -15.90219], [-2.83274, 19.30174, -17.66361], [-1.76663, 18.33569, -17.53046], [-5.13505, 20.52825, -16.70388], [-4.35139, 21.44008, -18.00172], [-4.25444, 22.02433, -16.34494], [-3.47083, 19.16271, -18.42803], [-1.48981, 17.70863, -18.37539], [-1.95665, 17.60252, -16.74037], [-0.85336, 18.83148, -17.19619], [4.06083, 18.03372, -20.77050], [2.38230, 17.38726, -20.87528], [1.64689, 17.41869, -19.57396], [2.04387, 16.08101, -18.48350], [2.33215, 16.45830, -21.43217], [1.94969, 18.15811, -21.51616], [0.57285, 17.30801, -19.74852], [1.73964, 18.37376, -19.05904]]}

{"formula": "C19H41ClN2O3", "method": "ωB97M-V/def2-TZVPD", "orbital_gap_ev": 3.36, "e_above_lowest_kcal_mol": 99.4, "energy_ha": -1543.73968, "charge": 0, "e_lumo_ha": -0.041, "elements": ["C", "C", "C", "N", "C", "C", "C", "C", "C", "C", "H", "H", "H", "H", "H", "H", "H", "H", "H", "H", "H", "H", "H", "H", "H", "H", "H", "H", "H", "H", "C", "C", "C", "N", "C", "C", "C", "C", "C", "C", "H", "H", "H", "H", "H", "H", "H", "H", "H", "H", "H", "H", "H", "H", "H", "H", "H", "H", "H", "H", "Cl", "O", "C", "O", "O", "H"], "positions_angstrom": [[1.76854, -0.21400, -3.98826], [0.45086, -0.62781, -3.45223], [-0.61102, -1.06110, -4.55120], [-2.15010, -0.90443, -4.16767], [-2.39650, -1.63908, -2.78942], [-3.82859, -1.94195, -2.41809], [-4.61417, -2.48566, -3.65637], [-4.42237, -1.83021, -5.06740], [-2.91274, -1.60189, -5.32436], [-2.50665, 0.51796, -4.07950], [2.24958, 0.27493, -3.14112], [1.65979, 0.48621, -4.81650], [2.40629, -0.99556, -4.40121], [0.03656, 0.15596, -2.81807], [0.56334, -1.35598, -2.64899], [-0.42386, -2.12569, -4.69166], [-0.59572, -0.47352, -5.46914], [-1.94646, -2.62553, -2.90115], [-1.87743, -1.12164, -1.98261], [-3.89845, -2.67413, -1.61365], [-4.35229, -1.06718, -2.03257], [-4.46339, -3.56306, -3.72400], [-5.64256, -2.36027, -3.31755], [-4.97305, -2.48766, -5.74016], [-5.09572, -0.98118, -5.18516], [-2.51743, -2.61720, -5.29281], [-2.83363, -1.04135, -6.25583], [-3.57262, 0.43150, -3.86896], [-2.36261, 1.01600, -5.03830], [-1.94225, 1.01223, -3.28877], [-2.51213, -0.19250, 5.61717], [-1.19978, -0.41003, 4.80907], [-0.54726, 0.77965, 3.93710], [0.88123, 0.51161, 3.37187], [1.27892, 1.89958, 2.75755], [2.77627, 1.91916, 2.29247], [3.60889, 1.42378, 3.52890], [3.26379, 0.14742, 4.21616], [1.82774, -0.07765, 4.49819], [0.83758, -0.54440, 2.28639], [-2.61793, -1.10124, 6.20970], [-3.27911, 0.05633, 4.88373], [-2.34940, 0.67972, 6.25030], [-1.34049, -1.19782, 4.06902], [-0.50608, -0.89601, 5.49514], [-0.34921, 1.59095, 4.63758], [-1.20813, 1.03034, 3.10733], [1.14913, 2.57544, 3.60281], [0.61708, 2.27319, 1.97623], [3.13347, 2.93668, 2.13387], [2.95584, 1.27145, 1.43436], [3.56346, 2.18756, 4.30522], [4.64967, 1.31146, 3.22516], [3.82021, 0.15848, 5.15337], [3.87000, -0.61061, 3.72017], [1.50597, 0.52038, 5.35080], [1.67727, -1.14065, 4.68658], [0.29173, -0.14286, 1.43262], [0.40702, -1.45729, 2.69794], [1.89291, -0.67925, 2.04935], [4.26414, 0.32054, -1.07388], [6.19303, 2.91187, 0.86056], [5.71911, 4.11157, 1.18780], [6.23841, 4.73124, 2.14328], [4.69578, 4.50999, 0.63223], [5.59553, 2.49323, 0.23660]]}